# 1
A molecular structure, C19H19BrCl3N2O3SbScSi, computed with the ωB97M-V functional and the def2-TZVPD basis.

```
50
Properties=species:S:1:pos:R:3:forces:R:3:nbo_charge:R:1
Sc -0.279 -0.577 -0.116 0.6779 0.6872 0.5620 1.6647
Br -6.311 3.649 -0.999 0.1222 -0.0740 0.0036 0.0887
C -4.709 2.640 -1.066 -0.2443 0.1117 -0.0333 -0.1298
C -4.365 1.979 -2.250 0.0138 0.0179 0.1302 -0.1680
C -3.196 1.262 -2.320 0.1925 -0.1127 0.0400 -0.2257
C -2.341 1.149 -1.210 -0.4651 0.4630 -0.1214 0.3953
O -1.208 0.499 -1.327 -0.8891 1.2401 -0.9849 -0.8013
C -2.722 1.788 0.003 0.0304 -0.1674 -0.3502 -0.2380
C -1.948 1.690 1.202 0.1746 -0.1017 0.0764 0.2522
N -0.972 0.856 1.394 -0.2014 0.1564 0.0633 -0.5971
C -0.261 0.815 2.614 0.1623 -0.0139 0.4832 0.0989
C -0.679 1.347 3.811 -0.0624 0.0163 -0.2852 -0.1871
C 0.118 1.269 4.966 0.1399 -0.0151 0.1302 -0.1808
C 1.339 0.660 4.935 -0.0498 0.0486 0.0625 -0.1679
C 1.785 0.045 3.746 -0.1385 -0.0472 -0.1615 -0.1033
C 3.002 -0.663 3.666 -0.0120 -0.0559 -0.1022 -0.0690
C 3.322 -1.333 2.517 0.0742 0.0085 0.1061 -0.2681
C 2.431 -1.281 1.440 -0.0954 0.0221 -0.0560 0.1167
N 1.316 -0.577 1.448 0.3350 0.1570 0.3333 -0.5645
C 0.971 0.091 2.589 -0.0551 0.1769 0.2530 0.2312
C -3.905 2.556 0.037 0.0762 -0.0309 0.0596 -0.1506
H -5.021 2.039 -3.108 0.0156 0.0322 -0.0120 0.2415
H -2.896 0.761 -3.231 -0.0417 0.0225 -0.0129 0.2291
H -2.226 2.379 1.998 -0.0061 0.0023 0.0085 0.1904
H -1.642 1.834 3.891 -0.0066 -0.0065 -0.0263 0.2243
H -0.252 1.695 5.888 0.0072 0.0290 -0.0180 0.2371
H 1.961 0.610 5.819 -0.0126 0.0077 0.0013 0.2326
H 3.660 -0.686 4.526 -0.0082 -0.0127 0.0065 0.2359
H 4.235 -1.904 2.428 -0.0141 -0.0138 0.0097 0.2449
H 2.639 -1.853 0.543 0.0226 0.0381 -0.0216 0.2050
H -4.182 3.065 0.951 -0.0054 -0.0010 0.0034 0.2307
Cl -4.172 -2.604 -2.118 -0.2493 -0.0536 -0.0516 -0.2957
Si -2.293 -3.060 -1.631 0.6755 0.8479 0.2316 1.6132
Cl -1.944 -4.978 -1.257 -0.0702 -0.3151 -0.0012 -0.2827
Cl -0.996 -2.340 -3.049 -0.2862 -0.3644 -0.3224 -0.3482
C 2.758 -2.530 -2.713 -0.2031 0.1791 0.1701 -0.9505
Sb 1.799 -0.710 -2.110 1.2172 0.2359 -0.7575 1.0047
C 1.486 0.178 -4.029 -0.0900 -0.0765 0.2185 -0.9467
C 3.566 0.412 -1.601 -0.2169 -0.1165 -0.0432 -0.9707
H 3.570 -2.300 -3.399 -0.0078 0.0351 -0.0042 0.2402
H 2.029 -3.175 -3.199 0.0142 -0.0212 0.0011 0.2450
H 3.154 -3.039 -1.836 0.0116 -0.0358 -0.0302 0.2306
H 2.409 0.120 -4.602 0.0149 -0.0338 0.0246 0.2389
H 1.210 1.222 -3.889 -0.0227 -0.0106 -0.0071 0.2415
H 0.688 -0.336 -4.559 0.0006 0.0090 -0.0020 0.2396
H 4.289 0.358 -2.412 -0.0115 -0.0169 -0.0107 0.2405
H 4.015 0.021 -0.689 0.0180 0.0121 -0.0041 0.2257
H 3.285 1.452 -1.437 0.0294 0.0024 0.0092 0.2362
O -0.562 -2.399 0.044 -0.3910 -2.7228 0.3694 -0.5601
O -1.956 -2.095 -0.299 -0.1692 -0.1390 0.0623 -0.6695
```
Forces are in eV/Å.

**Energy above the lowest of the compared OMol25 structures with the same formula, charge and spin**: 4.3 kcal/mol
**Molar mass**: 704.437 g/mol
**Kohn-Sham gap**: 7.08 eV
**E_HOMO**: -10.93 eV
**Total charge**: +1
**E_LUMO**: -0.141 hartree


# 2
3 unconnected molecules or ions with the total composition C23H43F2N2O6PS, computed with the ωB97M-V functional and the def2-TZVPD basis.

```
78
Properties=species:S:1:pos:R:3:forces:R:3:lowdin_charge:R:1
C -2.069 -1.897 0.414 1.0413 -0.1935 -0.3081 -0.1089
C -0.666 -2.593 0.821 0.3470 0.8333 0.5470 -0.2193
C 0.292 -2.887 -0.434 -1.0139 -1.9376 0.2839 -0.2248
N 0.452 -1.734 -1.369 0.8398 0.7401 1.2831 -0.0110
C 0.906 -0.499 -0.645 -0.5565 -1.1551 -2.0960 -0.2515
O 1.962 -0.913 0.268 0.4497 2.8761 -0.0249 -0.2068
S 2.721 0.372 1.021 3.5080 -2.2262 6.8108 0.7495
O 4.065 -0.155 1.504 -3.3677 1.2517 -2.7077 -0.3367
O 1.936 0.723 2.252 0.3986 -0.0523 -4.0251 -0.3162
C 3.109 1.798 -0.094 -0.2356 -1.5331 -1.5081 -0.4148
P 3.618 3.402 0.778 0.1705 1.8464 0.3411 0.9350
C 5.514 3.526 0.494 0.2197 -1.8788 -0.1074 -0.2552
O 3.382 3.345 2.470 0.3964 0.3985 -1.4420 -0.3311
C 1.853 1.986 -1.133 0.8283 1.2757 0.7015 -0.3183
C 0.624 2.552 -0.246 -1.5261 0.6557 -1.0781 -0.1818
C -0.717 2.785 -1.151 -0.2685 0.2325 -0.1186 -0.0969
C 2.352 3.045 -2.247 1.6969 1.3479 -3.0480 -0.0901
C 3.384 2.625 -3.360 -2.0192 4.8560 0.7987 0.0280
C 3.760 3.794 -4.288 -0.9200 -0.1529 1.0599 -0.0529
C 3.187 5.214 -4.210 -0.3719 -3.1007 2.0550 -0.1155
N 2.260 5.556 -3.198 1.7811 -3.6265 -0.4642 0.0128
C 1.920 4.521 -2.299 0.3514 -1.3928 -0.0479 -0.0877
C 1.566 0.527 -1.725 -1.3262 -1.0296 -0.1796 -0.2659
F 0.644 0.578 -2.824 2.2853 0.1030 1.9467 0.0432
F 2.769 -0.158 -2.158 -2.1762 1.7306 0.3258 0.0233
H -2.039 -0.822 0.806 -0.5029 -1.5273 -0.4623 0.0695
H -2.091 -1.837 -0.724 -0.3371 -0.0875 1.4790 0.0620
H -2.956 -2.497 0.820 1.2507 1.1331 -0.6359 0.0789
H -0.867 -3.521 1.470 0.5989 1.2438 -1.2510 0.1059
H -0.107 -1.853 1.509 -0.8007 -1.2563 -0.8960 0.1011
H 1.304 -3.357 -0.127 -1.5588 0.9800 -0.1327 0.1267
H -0.234 -3.720 -1.042 0.8078 1.3324 0.7645 0.1272
H 1.154 -2.033 -2.059 -0.2932 0.5105 0.3575 0.1162
H -0.031 -0.087 -0.149 1.5498 -0.2675 -0.3092 0.1507
H 4.015 1.472 -0.733 -1.4182 0.2294 1.2254 0.1121
H 5.833 2.567 -0.070 -0.2816 1.5037 0.9171 0.0466
H 6.042 3.505 1.503 -0.6213 0.2528 -1.3782 0.0523
H 5.798 4.406 -0.171 -0.6501 -1.0007 1.1660 0.0449
H 3.102 4.262 2.713 0.1877 -1.1906 -0.3521 0.0587
H 0.335 1.874 0.620 0.8049 0.8420 -1.0973 0.1036
H 0.858 3.593 0.192 0.2340 -1.9075 -0.6358 0.0976
H -1.195 3.815 -0.945 0.8716 -1.5676 -0.1554 0.0832
H -0.484 2.770 -2.275 -0.3389 -0.1065 1.7270 0.0760
H -1.534 2.013 -0.920 1.3039 0.9609 -0.4502 0.0767
H 3.837 1.592 -3.456 -0.7020 1.5196 0.0841 0.1019
H 4.531 3.583 -5.111 -1.3334 0.3589 1.3692 0.0908
H 3.521 6.025 -4.948 -0.6434 -1.4056 1.2862 0.1085
H 1.194 4.842 -1.465 1.2761 -0.4494 -1.6022 0.1058
C 1.506 -5.184 5.412 -0.0390 -0.1979 -0.0484 -0.0811
C 0.644 -4.020 4.952 0.0931 -0.0353 0.0468 -0.2751
O -0.477 -4.416 4.173 -0.0995 0.0200 -0.2206 -0.1757
C -1.410 -5.283 4.803 0.0405 0.0510 0.0747 -0.2798
C -2.037 -4.693 6.055 0.0322 0.1213 0.0801 -0.0823
H 1.861 -5.760 4.551 -0.0009 0.1179 0.0869 0.0828
H 2.371 -4.820 5.972 -0.0593 0.0035 -0.0710 0.0781
H 0.955 -5.871 6.056 0.0357 0.0583 0.0773 0.0632
H 1.247 -3.365 4.318 -0.2187 -0.0437 -0.1003 0.1197
H 0.320 -3.412 5.802 0.0004 -0.0470 0.0618 0.1063
H -0.942 -6.251 5.016 -0.0006 0.0077 0.0863 0.1052
H -2.199 -5.477 4.071 0.1936 0.1204 -0.0847 0.1173
H -1.293 -4.486 6.827 -0.0369 -0.0941 0.0075 0.0649
H -2.771 -5.385 6.474 0.0332 0.0316 -0.0453 0.0765
H -2.538 -3.750 5.823 0.0122 -0.0936 -0.0104 0.0823
C -3.546 0.741 -4.196 0.0414 0.1974 0.0482 -0.0745
C -4.075 -0.283 -3.206 0.0278 0.0560 -0.0827 -0.2776
O -4.358 0.260 -1.924 0.0969 -0.0273 0.2105 -0.1731
C -5.333 1.293 -1.875 -0.0307 -0.0449 -0.0720 -0.2817
C -6.697 0.865 -2.389 -0.0426 -0.1217 -0.0748 -0.0816
H -2.640 1.216 -3.806 -0.0614 -0.1197 -0.0520 0.0734
H -3.311 0.263 -5.150 0.0050 0.0084 0.0875 0.0789
H -4.270 1.535 -4.389 -0.0350 -0.0642 -0.0766 0.0654
H -3.315 -1.053 -3.057 -0.0713 0.0860 0.2143 0.1124
H -4.958 -0.795 -3.604 -0.0410 0.0504 -0.0560 0.1056
H -4.971 2.179 -2.410 -0.0558 -0.0019 -0.0701 0.1050
H -5.427 1.584 -0.826 0.1846 -0.1601 -0.0510 0.1179
H -6.665 0.570 -3.439 -0.0192 0.1010 0.0084 0.0648
H -7.413 1.684 -2.293 0.0497 -0.0401 0.0153 0.0770
H -7.067 0.008 -1.819 0.0299 0.0920 -0.0047 0.0825
```
Forces are in eV/Å.

**Molar mass**: 544.642 g/mol
**Kohn-Sham gap**: 8.55 eV
**E_HOMO**: -8.76 eV
**Total charge**: 0
**E_LUMO**: -0.008 hartree